No. 1
2 unconnected molecules or ions with the total composition C3H11N2 at a distorted geometry. Source: the Open Molecules 2025 dataset; level of theory: the ωB97M-V functional and the def2-TZVPD basis.

Cartesian coordinates (Å):
C -1.2469 -0.3806 -2.1557
N -0.7571 0.8690 -1.3236
H -0.6719 -0.5442 -3.0111
H -2.2163 -0.1130 -2.5450
H -1.0749 -1.3010 -1.5807
H -0.4360 0.5053 -0.3628
H 0.0115 1.3603 -1.8713
H -1.4949 1.5576 -1.4085
C 1.2841 -1.3745 1.5696
C 1.2008 -0.0831 1.0812
N -0.0200 0.7009 1.2845
H 0.4335 -1.8783 1.9322
H 2.1334 -1.9682 1.6935
H 1.9959 0.6378 0.8475
H -0.6793 0.1802 1.8384
H 0.0106 1.6037 1.7706

* energy: -230.1076 Eh
* total charge: +1
* gap between HOMO and LUMO: 9.58 eV



No. 2
A gas-phase ion, C3H11N2 (charge +1) at a distorted geometry. Source: the Open Molecules 2025 dataset; level of theory: the ωB97M-V functional and the def2-TZVPD basis.

Cartesian coordinates (Å):
N -1.6681 0.5268 0.5642
C -0.4014 0.1620 1.2572
C 0.3366 -0.9127 0.4492
N 0.2058 -0.5112 -0.9697
C 1.2880 0.3534 -1.4735
H -1.5053 0.3686 -0.4593
H -2.4776 0.1293 1.0271
H -1.7483 1.5293 0.7300
H 0.1670 1.0759 1.4486
H -0.5623 -0.2223 2.2744
H 1.3673 -0.8014 0.7549
H -0.0542 -1.9036 0.6751
H 0.1522 -1.3447 -1.5399
H 1.5094 0.1305 -2.5166
H 2.2237 0.0218 -0.9946
H 1.1671 1.3983 -1.2272

* energy: -230.1489 Eh
* total charge: +1
* gap between HOMO and LUMO: 10.46 eV
* SMILES: CNCC[NH3+]



No. 3
2 unconnected molecules or ions with the total composition C3H11N2 at a distorted geometry. Source: the Open Molecules 2025 dataset; level of theory: the ωB97M-V functional and the def2-TZVPD basis.

Cartesian coordinates (Å):
C 2.0612 0.9598 -1.8297
N 0.6188 0.4492 -1.7926
H 2.5627 0.4586 -2.6557
H 2.5353 0.8203 -0.8717
H 1.9558 1.9714 -2.1977
H 0.1746 0.7515 -0.8949
H 0.1452 0.7509 -2.6439
H 0.6051 -0.5714 -1.8130
C -1.7768 -1.3983 2.1421
C -0.8238 -0.8903 1.2426
N -0.4639 0.4206 0.9031
H -2.2648 -0.7892 2.9033
H -2.2712 -2.3676 2.0985
H -0.5232 -1.5727 0.4589
H -1.3056 1.0200 0.9700
H 0.0872 0.8657 1.6575

* energy: -229.6330 Eh
* total charge: +2
* gap between HOMO and LUMO (spin up / spin down): 11.27 / 7.76 eV
* spin multiplicity: 2



No. 4
2 unconnected molecules or ions with the total composition C3H11N2 at a distorted geometry. Source: the Open Molecules 2025 dataset; level of theory: the ωB97M-V functional and the def2-TZVPD basis.

Cartesian coordinates (Å):
C -2.1598 0.3377 0.6202
C 0.8248 -0.8483 0.4119
C 2.1580 -0.3018 0.4677
N 2.5285 0.4816 -0.7698
N -2.9808 0.2993 -0.5588
H -2.4436 -0.5028 1.2650
H -2.3715 1.2652 1.1764
H 0.7031 -1.7944 0.9602
H 0.3191 -0.9238 -0.5531
H 2.9056 -1.0825 0.6892
H 2.1716 0.4538 1.2891
H 2.8621 -0.1856 -1.4775
H 1.6153 0.6218 -1.1931
H -2.4828 0.6694 -1.3739
H -3.9919 0.4236 -0.4431
H -1.0880 0.2655 0.3558

* energy: -229.5101 Eh
* total charge: +2
* gap between HOMO and LUMO (spin up / spin down): 6.10 / 5.82 eV
* spin multiplicity: 2



No. 5
2 unconnected molecules or ions with the total composition C3H11N2 at a distorted geometry. Source: the Open Molecules 2025 dataset; level of theory: the ωB97M-V functional and the def2-TZVPD basis.

Cartesian coordinates (Å):
C 0.5721 1.0861 2.3181
N 1.2130 0.1740 1.7047
H -0.2220 0.5635 3.0775
H 0.6087 2.1644 1.9824
H 0.4000 0.0877 0.2645
H 1.3087 -0.7505 2.2157
C -1.4751 0.2334 -0.7116
N -0.0159 0.1112 -0.7326
C 0.6080 -1.0890 -1.5495
H -1.9617 1.1696 -0.9410
H -1.7267 -0.0715 0.3558
H -1.8271 -0.6128 -1.3524
H 0.2398 0.8213 -1.3484
H -0.0571 -1.4355 -2.4149
H 1.4772 -0.6785 -2.0677
H 0.8582 -1.7734 -0.8007

* energy: -229.5426 Eh
* total charge: +2
* gap between HOMO and LUMO (spin up / spin down): 10.53 / 7.05 eV
* spin multiplicity: 2



No. 6
3 unconnected molecules or ions with the total composition C3H11N2O at a distorted geometry. Source: the Open Molecules 2025 dataset; level of theory: the ωB97M-V functional and the def2-TZVPD basis.

Cartesian coordinates (Å):
C -0.0794 1.8242 -1.4715
O -0.6205 0.5809 -1.7413
C -1.1029 2.8447 -1.1738
H -13.9361 -8.6228 3.0784
H -14.3646 -8.0068 3.2265
H -1.3997 0.7004 -2.3376
H -1.9345 2.3547 -0.5803
H -1.5346 3.0795 -2.2027
H -0.7094 3.7342 -0.6929
N 3.8165 0.0082 1.4925
C 4.8853 0.1109 0.6737
N 4.7955 0.4471 -0.6179
H 2.9244 -0.0223 1.0058
H 3.9122 -0.7127 2.2066
H 5.8699 -0.0925 1.1030
H 5.5618 0.9744 -1.0376
H 3.9161 0.7979 -0.9310

* energy: -305.3532 Eh
* gap between HOMO and LUMO (spin up / spin down): 1.93 / 2.93 eV
* spin multiplicity: 2



No. 7
2 unconnected molecules or ions with the total composition C3H11N2O at a distorted geometry. Source: the Open Molecules 2025 dataset; level of theory: the ωB97M-V functional and the def2-TZVPD basis.

Cartesian coordinates (Å):
C -0.0967 -1.3932 1.6281
C 0.8982 0.9770 -1.5208
C -0.8618 -0.6471 0.6023
N -1.6062 -1.3489 -0.2199
N 0.8323 1.7911 -0.1792
O -0.7100 0.5373 0.4752
H -0.4543 -1.0977 2.5951
H 0.9747 -1.2383 1.6989
H -0.3198 -2.4654 1.4635
H 1.7832 0.2974 -1.7509
H -0.1233 0.3983 -1.4384
H -2.2318 -0.9102 -0.8292
H -1.8120 -2.3602 -0.1772
H 0.7878 0.8528 0.3137
H 0.1551 2.5892 -0.0892
H 1.7425 2.3379 -0.3377
H 1.0421 1.6799 -2.2345

* energy: -305.3439 Eh
* total charge: +1
* gap between HOMO and LUMO: 11.58 eV



No. 8
2 unconnected molecules or ions with the total composition C3H11N2O at a distorted geometry. Source: the Open Molecules 2025 dataset; level of theory: the ωB97M-V functional and the def2-TZVPD basis.

Cartesian coordinates (Å):
C -0.3291 -1.7751 -1.9598
C 0.4586 -0.5033 -1.4705
O 0.1461 -0.0515 -0.3585
N 1.4659 0.0403 -2.1318
H -0.0359 -2.6350 -1.3670
H -0.2057 -2.1885 -2.9541
H 1.9117 0.8573 -1.7484
H 1.9263 -0.2867 -2.9696
H -1.3542 -1.3651 -1.7777
C -0.3540 1.7421 2.1679
N -0.6519 0.2157 2.0818
H -1.6372 0.1244 1.8591
H -0.0676 -0.0917 1.2545
H -0.3525 -0.3415 2.8753
H 0.0825 2.0063 1.2205
H 0.3058 2.0199 2.9706
H -1.3088 2.2325 2.3077

* energy: -305.4342 Eh
* total charge: +1
* gap between HOMO and LUMO: 11.30 eV



No. 9
2 unconnected molecules or ions with the total composition C3H11N2O at a distorted geometry. Source: the Open Molecules 2025 dataset; level of theory: the ωB97M-V functional and the def2-TZVPD basis.

Cartesian coordinates (Å):
C -1.0069 1.4711 -2.2753
C -0.7684 0.2599 -1.4010
N -0.4511 0.6060 -0.0087
C -0.4576 -0.3407 0.8884
N -0.1223 -0.1879 2.1410
H -0.8538 2.4435 -1.8164
H -2.0091 1.4738 -2.7036
H -0.3849 1.4717 -3.1598
H 0.1025 -0.2784 -1.7905
H -1.5904 -0.4546 -1.4484
H -0.3367 1.5752 0.2500
H -0.8686 -1.2921 0.5869
H 0.2295 0.6957 2.4871
H 0.1308 -0.9487 2.7555
H 2.5314 -1.9767 1.3307
H 2.7750 -1.9115 -0.1754
O 2.1806 -1.6031 0.5175

* energy: -305.4228 Eh
* total charge: +1
* gap between HOMO and LUMO: 11.48 eV



No. 10
2 unconnected molecules or ions with the total composition C3H11N2O at a distorted geometry. Source: the Open Molecules 2025 dataset; level of theory: the ωB97M-V functional and the def2-TZVPD basis.

Cartesian coordinates (Å):
C 2.6479 0.4873 0.9113
C 1.6698 -0.3631 0.1848
O 0.4642 -0.2797 0.4686
N 2.0755 -1.0942 -0.8529
H 3.6376 0.0520 1.0995
H 2.3988 0.6592 1.9553
H 1.3955 -1.7112 -1.2639
H 2.9581 -0.9299 -1.3050
H 2.7622 1.4449 0.4148
C -2.8764 0.1881 -0.8690
N -2.1183 0.2324 0.4258
H -1.1511 -0.1827 0.4010
H -1.9634 1.1880 0.7524
H -2.6553 -0.2194 1.1632
H -2.9396 1.1799 -1.2990
H -3.9001 -0.1136 -0.6618
H -2.4055 -0.5380 -1.5252

* energy: -305.4446 Eh
* total charge: +1
* gap between HOMO and LUMO: 11.13 eV



No. 11
2 unconnected molecules or ions with the total composition C3H11N2O at a distorted geometry. Source: the Open Molecules 2025 dataset; level of theory: the ωB97M-V functional and the def2-TZVPD basis.

Cartesian coordinates (Å):
C -0.2417 -0.7997 1.8109
C -0.4456 -0.6263 0.3447
C 0.3578 -1.1158 -0.6149
N 1.5976 -1.6157 -0.4618
N -1.3055 0.5106 -0.0442
H 0.0215 -1.8295 2.0632
H -1.0888 -0.4785 2.4123
H 0.5768 -0.1904 2.2238
H 0.0161 -1.2373 -1.6410
H 2.1069 -1.6849 0.4054
H 2.0573 -2.0513 -1.2406
H -1.9454 0.8385 0.6794
H -1.8981 0.3644 -0.8617
H -0.6482 1.3013 -0.1788
H -0.5601 3.4144 -1.3311
H 0.3509 2.2794 -1.6230
O 0.0932 2.8544 -0.8871

* energy: -305.3857 Eh
* total charge: +1
* gap between HOMO and LUMO: 8.98 eV



No. 12
2 unconnected molecules or ions with the total composition C3H11N2O at a distorted geometry. Source: the Open Molecules 2025 dataset; level of theory: the ωB97M-V functional and the def2-TZVPD basis.

Cartesian coordinates (Å):
C 0.5470 -0.9629 -1.8025
C 0.3897 -0.4256 -0.4119
C 0.4127 -1.0904 0.7533
N 0.7493 -2.3787 0.9915
N -0.1302 0.9667 -0.3760
H -0.2717 -0.6651 -2.4723
H 0.4412 -2.0448 -1.8041
H 1.4367 -0.5637 -2.2899
H -0.0524 -0.6311 1.6241
H 1.1111 -2.9552 0.2559
H 1.0109 -2.6208 1.9390
H -0.7364 1.1571 -1.1761
H 0.6427 1.6411 -0.3331
H -0.7110 1.1554 0.4537
H -1.0963 3.6889 1.8363
H -2.3438 2.8534 1.4197
O -1.3994 2.8757 1.3925

* energy: -305.4053 Eh
* total charge: +1
* gap between HOMO and LUMO: 9.39 eV



Question: Among the records above, which one has the highest energy?
Answer: number 4



Question: The highest energy belongs to which entry?
Answer: number 4



Question: The lowest energy belongs to which entry?
Answer: number 10



Question: Among the records above, which one has the highest energy?
Answer: number 4